The following is a DFT calculation (wB97M-V/def2-TZVPD) of C18H39BeClF6GaMg2NO11S as an isolated structure at a distorted geometry.

The frontier orbital gap comes out at 1.5 eV. The charge is +2. The LUMO energy is -10.34 eV.

Last column: Löwdin charge in e.
Geometry (Å):
C 2.20841 -0.96438 2.04968  -0.188
C 1.68355 -2.23704 1.33144  -0.249
C 2.34933 -2.36320 -0.04827  -0.287
C 1.30669 -1.82106 -1.04168  -0.241
Ga 2.23221 -1.89266 -2.89585  0.392
H 1.62060 -0.10996 1.74794  0.071
H 2.08172 -1.15482 3.14665  0.032
H 3.28491 -0.79361 1.79925  0.018
H 1.77497 -3.12926 1.95379  0.092
H 0.62642 -2.07913 1.16228  0.110
H 2.65529 -3.36762 -0.31734  0.090
H 3.23691 -1.74133 -0.13876  0.094
H 1.11767 -0.77934 -0.80542  0.054
H 0.40354 -2.41373 -0.95656  0.062
H 1.13415 -2.39566 -3.96655  -0.100
H 3.42637 -2.95671 -2.91628  -0.098
H 2.75144 -0.39458 -3.18263  -0.023
C -1.63256 2.53945 1.98724  -0.134
C -0.10190 2.69960 2.05993  -0.257
O 0.52372 1.68521 1.34505  -0.085
H -1.90087 1.55147 2.40030  -0.051
H -2.14097 3.35492 2.57065  0.068
H -1.97661 2.57456 0.94453  0.105
H 0.23599 2.64620 3.09380  0.131
H 0.18786 3.66770 1.64548  0.114
H 0.22292 1.74718 0.39635  0.035
C -2.88930 5.59596 8.08324  -0.050
C -3.76730 6.17157 6.99471  -0.168
O -2.97786 6.56403 5.84159  0.067
C -2.65234 5.62294 5.00463  -0.407
O -2.94267 4.45570 5.09158  0.113
C -1.86465 6.22112 3.83116  -0.541
F -0.93216 7.07573 4.22477  0.200
F -2.67934 6.87456 2.99617  0.173
F -1.24477 5.26587 3.11627  0.131
H -2.09802 6.29753 8.34545  0.090
H -3.47961 5.38127 8.97165  0.091
H -2.40864 4.67400 7.75624  0.077
H -4.25314 7.07732 7.34583  0.133
H -4.55098 5.47718 6.69814  0.126
C 0.42866 -5.75717 -1.98239  -0.040
C 0.62692 -6.71696 -3.14565  -0.461
C -0.64305 -6.88161 -3.99175  -0.102
O 1.00628 -7.98076 -2.68002  0.007
H -0.34176 -6.11904 -1.29386  0.091
H 1.34910 -5.67377 -1.40865  0.090
H 0.14563 -4.76191 -2.33739  0.064
H 1.43258 -6.35368 -3.78255  0.162
H -1.46858 -7.29284 -3.39303  0.099
H -0.47033 -7.57677 -4.81831  0.086
H -0.94714 -5.89992 -4.40853  -0.072
H 0.31103 -8.33847 -2.11480  0.114
Be -3.57994 2.00005 2.82735  0.780
C 0.01725 1.74069 -2.36222  -0.775
O 0.98549 2.20746 -2.98145  0.033
O -0.93801 1.17131 -3.20262  0.041
O -0.21356 1.70475 -1.13575  -0.039
H -0.48745 1.35497 -4.04302  0.102
Mg -2.53056 -5.54920 -5.16605  1.215
Cl -2.52685 0.74319 4.38399  0.065
C -0.78013 7.28174 -1.71376  -0.359
O -0.50143 6.71343 -2.74465  0.032
N -0.24745 6.98968 -0.50802  -0.195
C -0.62500 7.70451 0.69582  -0.050
C 0.73581 5.92181 -0.42283  -0.037
H -1.51427 8.10537 -1.67552  0.134
H 0.25972 8.17842 1.12708  0.099
H -1.04202 7.00424 1.40957  0.044
H -1.36577 8.46951 0.47494  0.092
H 1.58971 6.15373 -1.05852  0.100
H 0.29675 4.98443 -0.77277  0.087
H 1.07012 5.80832 0.60698  0.077
C 1.85541 -9.78475 -5.51548  -0.667
F 2.77029 -8.97984 -4.97988  0.139
F 1.38287 -10.55234 -4.53635  0.140
F 0.83155 -8.99663 -5.92542  0.086
S 2.53447 -10.77765 -6.89781  0.501
O 3.59222 -11.54072 -6.29385  -0.169
O 2.97929 -9.78716 -7.84755  -0.178
O 1.41035 -11.56277 -7.34441  -0.178
Mg 4.04084 -1.98063 3.29268  1.056